Below is C21H34N2O2 in the gas phase, with properties calculated with wB97M-V/def2-TZVPD.

Structure (XYZ):
```
59
Properties=species:S:1:pos:R:3:forces:R:3
O -4.7205 3.1287 0.8223 -0.48 -0.09 0.21
O 4.4681 0.6963 0.7739 -0.25 0.22 0.15
N -1.7063 -0.9002 0.8352 0.06 0.11 0.00
N -3.5727 -0.4362 -1.0144 0.12 -0.15 -0.10
C -3.3738 1.9973 -0.8775 -0.16 0.05 0.63
C -1.9688 0.5086 0.6341 -0.21 -0.10 -0.04
C -4.6523 -1.3508 -0.6792 -0.31 0.04 0.09
C 5.4962 -0.1087 0.2257 0.26 -0.35 -0.12
C 5.3123 -0.3678 -1.2859 -0.09 0.18 0.08
C -0.7551 -1.2081 1.8922 -0.06 0.02 -0.04
C -3.5438 3.1991 0.0517 0.40 0.06 -0.52
C -2.3515 -1.0105 -1.5169 0.13 -0.01 0.06
C 6.8102 0.6836 0.3561 -0.05 -0.14 0.02
C -4.6255 -1.9494 0.7329 0.06 -0.11 -0.33
C 3.2437 0.1554 1.0151 -0.19 0.02 0.08
C -3.3159 0.6678 -0.1037 -0.06 0.40 -0.31
C 2.3149 1.0077 1.6158 0.19 0.03 -0.09
C -5.9931 -0.6512 -0.9255 0.22 -0.29 -0.10
C 6.2966 0.5756 -1.9753 0.08 -0.14 -0.02
C 7.4802 0.6029 -1.0139 -0.06 0.10 0.00
C 1.5849 -1.5826 1.0355 -0.14 0.15 0.17
C 0.6555 -0.7408 1.6290 -0.03 -0.19 0.01
C -1.4184 -1.5662 -0.4203 -0.07 -0.06 -0.07
C 2.8641 -1.1505 0.7265 0.38 0.04 -0.11
C 1.0452 0.5644 1.9150 0.09 -0.09 -0.03
H 7.4402 0.3007 1.1566 -0.01 0.06 0.08
H -5.3835 -2.7255 0.8121 -0.14 -0.07 0.05
H 8.1528 1.4396 -1.1940 0.10 -0.03 -0.01
H -0.7638 -2.2954 2.0209 0.02 0.04 0.08
H 2.6201 2.0172 1.8431 0.05 0.12 0.03
H -2.5933 -1.7969 -2.2347 0.06 0.07 -0.04
H -4.8350 -1.1910 1.4826 -0.01 0.09 0.14
H -2.0373 0.9900 1.6106 0.08 0.08 0.01
H -0.3707 -1.4239 -0.7386 -0.10 -0.05 0.00
H 5.5486 -1.0527 0.7842 -0.06 0.13 -0.03
H 5.8627 1.5732 -2.0532 -0.01 0.06 -0.05
H 0.3479 1.2395 2.3895 -0.08 0.08 0.06
H -4.1132 0.6919 0.6419 0.06 -0.03 -0.01
H -3.5336 4.1263 -0.5416 0.11 -0.10 0.13
H -6.1502 0.1475 -0.2050 -0.04 0.14 0.14
H -6.8093 -1.3628 -0.8295 -0.17 -0.03 0.07
H -3.6534 -2.3781 0.9500 0.04 -0.07 0.09
H 6.5678 0.2344 -2.9731 -0.03 0.08 -0.07
H -1.1611 1.0020 0.0649 -0.01 0.08 0.05
H 4.2824 -0.1843 -1.5897 -0.05 -0.12 0.02
H -1.1356 -0.7503 2.8099 0.04 -0.08 0.02
H 8.0501 -0.3240 -1.1005 0.07 -0.02 -0.04
H -2.4685 2.1318 -1.4708 0.07 -0.01 -0.12
H -1.5837 -2.6394 -0.2758 0.06 -0.03 -0.02
H -2.7257 3.2458 0.7730 0.03 0.07 -0.05
H 5.5625 -1.4044 -1.5164 -0.02 -0.05 -0.01
H -1.8280 -0.2173 -2.0612 0.07 -0.10 -0.05
H -4.2211 1.9505 -1.5662 0.00 0.02 -0.04
H -5.4684 3.0241 0.2228 0.04 0.03 0.06
H 1.3130 -2.6056 0.8145 -0.05 -0.10 -0.03
H -6.0135 -0.2277 -1.9264 -0.02 0.05 -0.09
H 6.5470 1.7158 0.5887 0.00 0.02 0.03
H 3.5504 -1.8408 0.2612 0.09 -0.03 -0.05
H -4.5708 -2.1748 -1.3982 0.00 0.05 0.04
```
Forces are in eV/Å.

Properties
Kohn-Sham gap   8.7 eV
Strongest force on any atom   0.65 eV Å⁻¹
Spin multiplicity   1
HOMO   -7.9 eV
SMILES string   CC(C)N1CCN(Cc2ccc(OC3CCCC3)cc2)C[C@H]1CCO
Relative energy (zero: lowest compared OMol25 entry of this formula, charge and spin)   107.1 kJ/mol
DFT total energy   -29403.4875 eV

Quick look at the Löwdin charges, all values in e:
1. O -0.067
2. O -0.023
3. N -0.164
4. N -0.123
5. C -0.130
6. C -0.135
7. C -0.403
8. C -0.317
9. C -0.132
10. C -0.147
11. C -0.271
12. C -0.147
13. C -0.122
14. C -0.051
15. C -0.262
16. C -0.290
17. C 0.005
18. C -0.057
19. C -0.191
20. C -0.194
21. C -0.046
22. C -0.225
23. C -0.164
24. C -0.012
25. C -0.039
26. H 0.111
27. H 0.076
28. H 0.107
29. H 0.123
30. H 0.118
31. H 0.119
32. H 0.076
33. H 0.125
34. H 0.113
35. H 0.144
36. H 0.116
37. H 0.111
38. H 0.129
39. H 0.116
40. H 0.068
41. H 0.074
42. H 0.059
43. H 0.107
44. H 0.130
45. H 0.116
46. H 0.125
47. H 0.111
48. H 0.114
49. H 0.117
50. H 0.115
51. H 0.117
52. H 0.117
53. H 0.114
54. H 0.088
55. H 0.115
56. H 0.075
57. H 0.121
58. H 0.105
59. H 0.136